Entry 1:
Density functional theory data (ωB97M-V/def2-TZVPD) for a molecular structure, C19H29BrClF2N2O5SSi3 at a distorted geometry.

The HOMO energy is -4.27 eV. Its charge is -1. The value obtained for the total energy is -155848.939 eV. The molar mass comes out at 635.1 g/mol. The relative energy (zero: lowest compared OMol25 entry of this formula, charge and spin) comes out at 200.7 kcal per mole.

Last column: Mulliken charge in e.
Geometry (Å):
C (-4.1180, 4.5810, -0.6496)  -0.935
Si (-4.9279, 2.8024, -0.8496)  0.403
C (-5.2493, 2.6045, -2.7574)  -1.041
C (-3.7724, 1.4112, -0.1854)  -0.554
C (-2.5030, 1.0391, -1.1541)  -0.790
C (-1.3970, 2.2361, -1.3416)  0.923
F (-1.7958, 2.9712, -2.6000)  -0.323
F (-1.3490, 3.1196, -0.1451)  -0.305
Si (0.4115, 1.6209, -1.6532)  -0.058
O (0.6946, -0.0639, -1.2421)  -0.179
Si (2.4675, -0.2386, -1.0425)  0.193
Br (3.5779, 1.3698, -2.3145)  -0.304
C (3.0870, -1.9616, -1.6399)  -0.387
C (4.4681, -1.9375, -2.5230)  -0.816
C (5.8092, -1.4665, -1.7065)  -0.047
Cl (6.9849, -0.6093, -2.9106)  -0.239
C (2.9981, 0.0444, 0.8109)  -0.445
C (3.0452, -1.3621, 1.6934)  -0.613
S (4.7925, -2.0293, 1.5952)  -0.040
C (5.0962, -3.4208, 2.8119)  0.263
N (4.1815, -4.1584, 3.7660)  -0.206
N (5.0604, -5.0671, 4.3979)  -0.354
C (6.4971, -4.8998, 3.8977)  -0.016
O (6.5339, -3.8476, 2.8461)  -0.220
C (-6.6146, 2.9217, 0.1501)  0.289
C (-7.7392, 3.9657, -0.5134)  -0.286
C (-9.2167, 4.2565, 0.1762)  -0.453
C (-9.5094, 3.4529, 1.6029)  -0.312
C (-8.4067, 2.4052, 2.2456)  -0.359
C (-6.9239, 2.1118, 1.5416)  -0.259
H (-3.9024, 4.6687, 0.5213)  0.227
H (-4.9012, 5.4333, -0.8827)  0.331
H (-3.1165, 4.6940, -1.2437)  0.252
H (-4.9466, 1.5543, -3.1800)  0.290
H (-4.6606, 3.4515, -3.3567)  0.278
H (-6.3926, 2.7539, -3.0321)  0.351
H (-3.3519, 1.7840, 0.8546)  0.297
H (-4.3613, 0.3997, 0.0280)  0.342
H (-2.8798, 0.7330, -2.2367)  0.234
H (-1.9334, 0.1068, -0.7020)  0.345
H (1.2896, 2.5330, -0.8792)  -0.086
H (0.7683, 1.8784, -3.0723)  -0.078
H (2.2383, -2.3964, -2.3577)  0.298
H (3.2005, -2.7695, -0.7808)  0.325
H (4.6633, -3.0537, -2.8753)  0.342
H (4.3992, -1.2977, -3.5153)  0.345
H (5.6184, -0.7027, -0.8384)  0.028
H (6.3655, -2.4381, -1.3609)  0.346
H (2.2693, 0.8437, 1.2813)  0.342
H (4.0669, 0.5658, 0.7868)  0.327
H (2.2176, -2.0661, 1.2446)  0.300
H (2.7930, -1.0461, 2.8074)  0.394
H (7.4378, -5.5107, 4.2493)  0.405
H (-7.5085, 4.5507, -1.5097)  0.200
H (-9.9617, 5.0157, -0.3237)  0.284
H (-10.5581, 3.6928, 2.1147)  0.250
H (-8.6423, 1.8541, 3.2760)  0.250
H (-6.1372, 1.3631, 2.0166)  0.250
C (8.9997, -7.9876, 2.1256)  0.715
O (7.8974, -8.5863, 2.1461)  -0.774
O (8.8219, -6.6742, 2.1345)  -0.484
O (10.1752, -8.4158, 2.0994)  -0.761
H (7.8495, -6.7832, 2.1542)  0.305

Cartesian forces (eV/Å) of the 6 atoms listed first:
0.07 0.36 1.32
-0.19 1.18 -0.50
-0.64 0.18 -1.54
0.83 -0.98 0.96
0.05 0.01 0.10
-1.80 -0.61 -0.06

***

Entry 2:
Density functional theory data (ωB97M-V/def2-TZVPD) for 2 unconnected molecules or ions with the total composition C19H29BrN7O2 at a distorted geometry.

The HOMO energy is -10.20 eV. Its charge is +1. The value obtained for the total energy is -104736.073 eV. The molar mass comes out at 467.4 g/mol. The relative energy (zero: lowest compared OMol25 entry of this formula, charge and spin) comes out at 2.9 kcal per mole.

Last column: Mulliken charge in e.
Geometry (Å):
O (3.6532, 2.5412, 2.4429)  -0.632
O (4.7322, -1.4588, 4.3479)  -0.662
Br (2.3838, -0.1926, -0.1539)  -0.135
N (0.7034, 1.0616, -2.0143)  -0.585
C (3.4434, 1.7809, 3.3697)  0.781
C (3.7152, -1.0909, 4.9131)  -0.359
C (-0.2446, -1.9593, 1.8449)  -1.201
C (0.5684, -1.1366, 2.5769)  0.522
C (-1.0052, 0.1150, 1.6452)  -0.263
C (-0.2025, 1.1057, -3.0102)  -0.328
C (1.0486, -0.1277, -1.5122)  -0.012
C (0.4491, -1.3094, -1.9512)  -0.340
C (-0.5063, -1.2707, -2.9696)  -0.593
C (-0.8502, -0.0384, -3.5471)  0.646
N (-1.2251, -1.1643, 1.2744)  0.100
N (3.5784, -1.2890, 6.2272)  -0.082
N (-4.0140, 1.8815, -5.3572)  -0.361
N (-1.7750, 0.0357, -4.6227)  0.255
N (3.0500, 0.5311, 3.1225)  0.207
N (0.0822, 0.1544, 2.4423)  0.292
C (3.5569, 2.2786, 4.7978)  -1.025
C (2.4500, -0.9216, 7.0857)  -0.753
C (-2.9482, 1.5580, -6.3301)  -0.730
C (-1.6354, 1.0958, -5.6664)  -0.625
C (-4.8796, 0.7701, -4.9314)  -0.804
C (-2.9327, -0.8850, -4.7353)  -0.938
C (-4.1583, -0.2629, -4.0647)  -0.492
C (1.7973, -1.5772, 3.3467)  -0.723
C (2.5669, -0.4681, 4.0920)  0.117
H (-0.1241, -3.0319, 1.7276)  0.404
H (-1.5597, 0.9821, 1.2905)  0.426
H (-0.4454, 2.0931, -3.3841)  0.451
H (0.7687, -2.2556, -1.5290)  0.515
H (-0.9128, -2.2044, -3.3401)  0.418
H (-1.9560, -1.4824, 0.6425)  0.239
H (4.3758, -1.7307, 6.6641)  0.284
H (-4.5849, 2.6540, -5.7056)  0.265
H (3.1524, 0.2495, 2.1560)  -0.241
H (0.5512, 0.9937, 2.7699)  0.207
H (4.3304, 1.7153, 5.3174)  0.302
H (2.6033, 2.1858, 5.3105)  0.267
H (3.8487, 3.3291, 4.7751)  0.320
H (2.6517, -1.2393, 8.1113)  0.339
H (1.5342, -1.4101, 6.7474)  0.256
H (2.3115, 0.1615, 7.0860)  0.230
H (-2.7292, 2.4537, -6.9203)  0.473
H (-3.3006, 0.7943, -7.0310)  0.304
H (-1.1833, 1.9968, -5.2504)  0.351
H (-0.9621, 0.7295, -6.4478)  0.201
H (-5.7166, 1.1785, -4.3559)  0.421
H (-5.3014, 0.2761, -5.8135)  0.347
H (-2.7296, -1.8437, -4.2564)  0.304
H (-3.1434, -1.1165, -5.7841)  0.447
H (-3.8575, 0.2041, -3.1231)  0.208
H (-4.8683, -1.0596, -3.8271)  0.412
H (2.4824, -2.0690, 2.6511)  0.391
H (1.4830, -2.3283, 4.0746)  0.500
H (1.8795, 0.0171, 4.7815)  0.677

Cartesian forces (eV/Å) of the 6 atoms listed first:
0.20 -0.14 -0.13
-0.32 0.31 -0.36
-0.04 0.07 -0.43
-0.06 -0.79 -0.14
0.35 2.44 0.19
0.92 -0.64 -0.96

***

Entry 3:
Density functional theory data (ωB97M-V/def2-TZVPD) for a molecular structure, C19H29CaF6NO4S2.

The HOMO energy is -8.13 eV. The value obtained for the total energy is -86270.013 eV. The molar mass comes out at 553.6 g/mol. The relative energy (zero: lowest compared OMol25 entry of this formula, charge and spin) comes out at 0.0 kcal per mole.

Last column: Mulliken charge in e.
Geometry (Å):
Ca (1.1264, -0.2287, 0.1162)  2.304
C (-1.1495, -0.1888, 1.2169)  -0.544
C (-1.1801, 0.7823, 0.1663)  -0.458
C (-1.1881, 0.0419, -1.0720)  -0.373
C (-1.0939, -1.3345, -0.7215)  -0.051
C (-1.1115, -1.4916, 0.6696)  0.463
C (-1.1709, -2.7974, 1.4406)  1.937
C (-0.2784, -3.8577, 0.7845)  -1.559
C (-2.6231, -3.2994, 1.4303)  -1.911
C (-0.7278, -2.6104, 2.8926)  -1.666
C (-1.3604, 0.4510, -2.5452)  2.057
C (-2.5917, 1.3511, -2.7196)  -1.772
C (-1.6317, -0.7983, -3.4006)  -2.234
C (-0.1198, 1.1134, -3.1582)  -1.874
C (-1.2868, 2.2710, 0.5275)  2.124
C (-0.6350, 2.5300, 1.8977)  -1.959
C (-2.7662, 2.6740, 0.6489)  -1.792
C (-0.5721, 3.2129, -0.4491)  -1.615
H (-1.2015, 0.0368, 2.2699)  0.107
H (-1.0855, -2.1510, -1.4269)  0.443
H (-0.6018, -4.0709, -0.2356)  0.311
H (-0.3225, -4.7917, 1.3492)  0.437
H (0.7643, -3.5340, 0.7493)  0.203
H (-2.9741, -3.4369, 0.4063)  0.323
H (-3.2809, -2.5779, 1.9186)  0.358
H (-2.7038, -4.2545, 1.9552)  0.480
H (0.3193, -2.3027, 2.9540)  0.150
H (-0.8322, -3.5508, 3.4372)  0.440
H (-1.3357, -1.8627, 3.4036)  0.338
H (-3.4807, 0.8537, -2.3262)  0.335
H (-2.7559, 1.5569, -3.7799)  0.482
H (-2.4896, 2.3047, -2.2125)  0.240
H (-2.4922, -1.3582, -3.0315)  0.380
H (-0.7686, -1.4662, -3.4317)  0.374
H (-1.8422, -0.4866, -4.4249)  0.479
H (0.1663, 2.0416, -2.6712)  0.170
H (-0.3057, 1.3301, -4.2133)  0.553
H (0.7365, 0.4375, -3.1157)  0.304
H (-1.1569, 2.0313, 2.7126)  0.397
H (-0.6466, 3.6004, 2.1091)  0.474
H (0.4136, 2.2085, 1.9132)  0.217
H (-3.2567, 2.0647, 1.4101)  0.339
H (-3.2999, 2.5276, -0.2881)  0.224
H (-2.8568, 3.7250, 0.9359)  0.498
H (0.4887, 2.9605, -0.5440)  0.079
H (-0.6340, 4.2377, -0.0766)  0.569
H (-1.0102, 3.2043, -1.4410)  0.205
F (4.6127, -0.9263, 3.1394)  -0.204
C (3.6554, -1.5047, 2.4436)  0.794
F (2.4822, -0.9035, 2.7215)  -0.227
F (3.5561, -2.7784, 2.7837)  -0.214
S (3.9561, -1.3878, 0.6252)  0.787
O (2.7905, -2.0702, 0.0813)  -0.659
O (5.2560, -1.8653, 0.3270)  -0.590
N (3.7101, 0.1828, 0.5118)  -0.502
S (3.8298, 0.9332, -0.8776)  1.040
O (2.4782, 1.1341, -1.3879)  -0.625
O (4.8383, 0.4712, -1.7654)  -0.623
C (4.3269, 2.6005, -0.2650)  0.657
F (5.4967, 2.5358, 0.3474)  -0.209
F (3.4074, 3.0561, 0.5848)  -0.206
F (4.4094, 3.4248, -1.2995)  -0.208

Cartesian forces (eV/Å) of the 6 atoms listed first:
0.17 -0.26 -0.26
-0.13 -0.15 -0.29
-0.29 -0.13 0.03
0.12 0.13 0.10
-0.10 0.02 -0.15
0.27 0.29 0.57

***

Entry 4:
Density functional theory data (ωB97M-V/def2-TZVPD) for a molecular structure, C19H29Cl2N3OW.

The HOMO energy (spin up / spin down) is -14.49 / -14.55 eV. Its charge is +2. The spin multiplicity is 3. The value obtained for the total energy is -53547.302 eV. The molar mass comes out at 570.2 g/mol. The relative energy (zero: lowest compared OMol25 entry of this formula, charge and spin) comes out at 4.5 kcal per mole.

Last column: Löwdin spin population.
Geometry (Å):
W (0.5790, -0.7839, 0.0094)  1.742
C (-1.0600, -0.6254, 4.0667)  -0.002
C (-1.3518, -1.9584, 4.3306)  0.021
C (-1.1373, -2.9092, 3.3499)  -0.004
C (-0.6344, -2.5237, 2.1162)  0.019
N (-0.3476, -1.2211, 1.8711)  0.007
C (-0.5533, -0.2998, 2.8310)  0.020
C (-0.3791, -3.4219, 0.9775)  0.001
C (-0.6499, -4.7825, 1.0103)  0.001
C (-0.4507, -5.5460, -0.1323)  -0.005
C (0.0084, -4.9592, -1.3041)  0.002
C (0.2988, -3.6037, -1.3285)  0.006
C (0.1318, -2.8082, -0.1884)  0.014
H (-1.2137, 0.1446, 4.8081)  0.000
H (-1.7412, -2.2523, 5.2960)  0.001
H (-1.3559, -3.9490, 3.5410)  0.000
H (-0.2926, 0.7193, 2.5799)  0.002
H (-1.0213, -5.2642, 1.9045)  0.000
H (-0.6654, -6.6059, -0.1085)  0.000
H (0.1451, -5.5623, -2.1917)  0.000
H (0.6702, -3.1662, -2.2479)  0.000
C (-1.9594, 1.4686, -3.8296)  0.000
O (-1.0772, 0.3877, -3.4874)  0.001
H (-1.4532, 2.2029, -4.4560)  0.000
H (-2.2552, 1.9480, -2.8976)  0.000
H (-2.8527, 1.1073, -4.3381)  0.000
H (-0.8322, -0.0599, -4.3044)  0.000
Cl (3.4937, -2.4696, -1.1494)  0.005
C (3.3756, -1.1222, -2.2388)  0.020
Cl (1.7031, -0.3558, -2.2272)  0.048
H (3.5132, -1.4465, -3.2636)  0.000
H (4.0579, -0.3296, -1.9565)  0.001
N (-1.5513, -0.5375, -0.7977)  0.012
H (-1.5467, -0.6583, -1.8150)  0.006
H (-1.9596, 0.3793, -0.6400)  0.000
H (-2.1708, -1.2285, -0.3845)  0.002
C (1.5637, 4.5324, -0.2944)  0.001
C (0.1621, 4.0201, 0.0764)  0.004
C (-0.8855, 4.4925, -0.9433)  0.001
C (-0.2208, 4.4455, 1.5035)  0.003
C (0.2012, 2.5526, 0.0410)  0.033
N (0.2317, 1.4043, 0.0130)  0.017
H (1.5449, 5.6212, -0.2607)  0.000
H (1.8466, 4.2264, -1.3012)  0.000
H (2.3164, 4.1821, 0.4111)  0.000
H (-0.9108, 5.5815, -0.9233)  0.000
H (-1.8819, 4.1275, -0.6933)  0.000
H (-0.6272, 4.1772, -1.9542)  0.000
H (-0.2520, 5.5340, 1.5358)  0.000
H (0.5160, 4.1061, 2.2312)  0.000
H (-1.2052, 4.0698, 1.7830)  0.000
C (2.2989, -0.2746, 1.1572)  0.003
H (2.0976, 0.4421, 1.9569)  0.004
H (3.1742, 0.0753, 0.6059)  0.013
H (2.5658, -1.2233, 1.6505)  -0.001

Cartesian forces (eV/Å) of the 6 atoms listed first:
-0.13 -0.15 0.31
0.00 0.01 0.00
0.00 -0.01 0.00
0.00 0.00 0.00
0.01 0.01 0.01
-0.07 0.03 0.26